Computed, not measured: a 2-piece molecular cluster, C6H12N2O2S overall, with ωB97M-V/def2-TZVPD.

- M (g/mol) = 176.24
- energy above the lowest of the compared OMol25 structures with the same formula, charge and spin (kcal per mole) = 135.4
- Kohn-Sham gap (spin up / spin down) (eV) = 4.5 / 2.6

Structure (ORCA input):
```
! RIJCOSX wB97M-V def2-TZVPD def2/J DEFGRID3
* xyz 0 1
C -1.875 -3.288 -0.847
C -1.046 -2.211 -0.710
C -1.377 -0.933 -0.245
C -0.361 0.047 -0.097
C -1.882 1.911 0.191
C 0.544 2.307 -0.036
N 3.229 -0.637 1.363
N -0.592 1.385 -0.196
O 3.748 0.426 -0.908
O 0.853 -0.342 0.008
S 3.117 -0.772 -0.327
H -1.669 -4.194 -1.420
H -2.986 -3.186 -0.636
H -0.008 -2.298 -0.951
H -2.361 -0.861 -0.046
H -2.050 2.806 -0.506
H -2.472 1.033 0.219
H -1.693 2.218 1.293
H 1.170 1.888 0.722
H 1.175 2.392 -1.031
H 0.094 3.349 0.178
H 3.490 0.227 1.817
H 2.952 -1.267 2.166
*
```